No. 1
Here is 2 unconnected molecules or ions with the total composition C4H7N3O from the Open Molecules 2025 dataset. Energies are from ωB97M-V/def2-TZVPD.

Values from the calculation:
HOMO-LUMO gap = 0.2095 hartree
charge = 0
LUMO level = -2.43 eV

Each line ends with the Löwdin charge.
Geometry (Å):
C -2.2505 -0.0238 0.2368  -0.0869
C -0.8521 -0.3243 0.3943  -0.2965
C -0.1431 -0.9609 1.3527  -0.1257
C 0.1398 0.2604 -0.4349  -0.4897
H -2.5455 0.9823 0.8163  0.1298
H -2.9465 -1.0054 0.4755  0.1302
H -2.6439 -0.0415 -0.8088  0.0754
H -0.4980 -1.4363 2.3403  0.1407
H 2.8809 0.8247 -1.4516  0.1422
H 2.5465 1.4892 0.2061  0.1402
H 0.9805 0.0808 -2.4330  0.3552
N 1.2304 -0.9735 1.1683  0.0548
N 1.3873 -0.3855 -0.1284  -0.1726
N 2.6263 0.4494 -0.3277  -0.0208
O 0.0880 1.0643 -1.4059  0.0236

Forces on the atoms, in the same order (eV/Å):
C -4.5 -0.9 0.6
C 1.2 2.5 -3.2
C 4.4 -2.2 3.6
C 1.0 -3.7 2.2
H 0.1 -2.5 -1.3
H 1.7 2.5 0.7
H 1.0 1.1 0.4
H 0.5 0.7 -1.9
H -1.8 -2.0 4.0
H -0.3 -3.7 -1.7
H -2.2 2.7 2.0
N -2.4 0.1 -0.9
N -0.7 3.3 1.0
N 0.3 3.2 -1.0
O 1.7 -1.2 -4.5

No. 2
Here is a single C4H7N3O2 molecule from the Open Molecules 2025 dataset. Energies are from ωB97M-V/def2-TZVPD.

Values from the calculation:
HOMO-LUMO gap = 0.3471 hartree
SMILES = Cn1c(=O)[nH]c(=O)n1C
charge = 0
LUMO level = 0.65 eV

Each line ends with the Löwdin charge.
Geometry (Å):
C 0.4899 -0.4782 -1.4351  -0.0136
N -0.5792 -0.6005 -0.4851  -0.0477
C -1.8108 -1.1258 -0.7724  -0.5019
O -2.0946 -1.8465 -1.6943  0.0832
N -2.6369 -0.6719 0.2420  0.2278
C -1.9657 0.1635 1.1189  -0.5020
O -2.3952 0.7024 2.1063  0.0832
N -0.7022 0.2741 0.6025  -0.0478
C 0.4413 0.7155 1.3495  -0.0138
H 0.5606 0.5399 -1.8278  0.0975
H 1.4399 -0.7634 -0.9824  0.0879
H 0.2560 -1.1619 -2.2492  0.0961
H -3.6083 -0.9194 0.3311  0.1692
H 1.0530 -0.1291 1.6791  0.0975
H 1.0485 1.3983 0.7539  0.0880
H 0.0538 1.2404 2.2216  0.0964

Forces on the atoms, in the same order (eV/Å):
C 0.0 0.1 -0.1
N 0.0 -0.4 0.3
C 0.1 -0.1 0.2
O -0.2 -0.2 -0.4
N 0.0 0.0 0.0
C 0.0 0.1 -0.2
O -0.2 0.1 0.5
N -0.2 0.3 -0.2
C 0.1 -0.1 0.1
H 0.0 0.0 0.0
H 0.0 0.0 -0.1
H 0.0 0.0 0.1
H 0.1 0.0 0.0
H 0.0 0.0 0.0
H 0.0 0.0 0.1
H 0.0 0.0 -0.1

No. 3
Here is a molecular structure, C4H7N3O2 from the Open Molecules 2025 dataset. Energies are from ωB97M-V/def2-TZVPD.

Values from the calculation:
HOMO-LUMO gap (alpha / beta) = 0.2966 / 0.2966 hartree
charge = 0
LUMO level (alpha / beta) = 0.09 / 0.09 eV

Each line ends with the Löwdin charge.
Geometry (Å):
C -0.2437 0.4204 1.1961  -0.4734
C 0.0379 -0.5845 -0.5598  -0.3345
C -1.0438 0.2942 -0.4176  -0.1374
N 0.5934 1.4552 1.3289  0.1571
N -2.2804 -0.2155 -0.3719  0.0913
C 1.3687 -0.2422 -1.0778  -0.1562
O -0.1419 -1.9664 -0.5599  0.0202
N 1.8821 0.9236 -1.0793  0.0861
O -0.7774 -0.2284 2.0695  0.0593
H -0.6656 -2.1874 0.2266  0.1076
H 1.1133 1.7454 0.4992  0.0664
H 0.9737 1.6260 2.2468  0.1158
H -2.5014 -1.1785 -0.5932  0.1024
H -3.0046 0.3380 0.0571  0.1066
H 2.8105 0.9272 -1.4949  0.0622
H 1.8793 -1.1270 -1.4699  0.1263

Forces on the atoms, in the same order (eV/Å):
C -1.1 0.6 -0.2
C -0.6 -0.6 -0.4
C 1.2 -0.4 1.5
N 0.3 0.1 -0.1
N -0.4 -0.1 0.0
C 0.3 0.2 0.2
O 0.1 0.3 -0.3
N -0.1 -0.2 -0.2
O 0.4 0.2 -0.6
H 0.0 0.1 0.0
H -0.2 0.0 0.2
H 0.0 -0.2 -0.1
H 0.1 0.1 0.1
H 0.0 -0.1 -0.2
H -0.1 -0.1 0.0
H 0.0 0.1 0.0

Electronic energy, respectively: -10771.112 -12827.273 -12824.010 eV.